Below is a molecular structure, C55H40N4O8Ru, with properties calculated with wB97M-V/def2-TZVPD.

Geometry as XYZ:
```
108
Properties=species:S:1:pos:R:3:forces:R:3
Ru 0.3731 -0.1183 -0.0548 0.57 0.09 -0.02
O -5.7624 1.5169 -4.5027 0.11 -0.07 -0.08
O 0.0987 -0.2879 -2.0295 -0.06 0.04 -0.28
O 0.6037 0.3353 1.8801 -0.13 -0.02 -0.08
O -7.7180 2.8253 1.1786 0.08 0.12 0.00
O -2.5698 0.3173 1.3381 0.41 0.13 0.14
O -2.9437 -1.4371 -1.6962 0.02 0.13 -0.06
O -7.2803 2.7126 -3.5630 -0.04 0.05 -0.02
O -6.3584 1.7091 2.4176 0.09 0.11 0.00
N 2.3538 0.8045 -0.4777 -0.18 -0.16 0.14
N -6.3341 1.9511 -3.5278 0.00 -0.04 0.03
N -6.7612 2.0931 1.3396 -0.23 -0.33 -0.02
N -1.1200 -1.3396 0.4573 -0.46 -0.17 -0.33
C -0.7321 -0.2558 -4.6210 -0.03 -0.02 0.01
C 0.3399 -1.0487 5.7972 0.00 0.00 0.00
C -2.3322 3.8197 0.4452 0.01 0.02 0.01
C -1.4976 -3.4377 1.6410 0.00 0.00 -0.01
C 2.7066 1.3593 -1.6461 -0.02 0.06 0.02
C 1.1534 -0.2536 -2.9246 0.00 -0.06 0.10
C -3.3265 -1.8759 1.4030 -0.05 0.02 0.02
C -0.3443 -0.5504 -6.9808 -0.08 0.01 -0.01
C 3.7065 -3.6864 -2.2462 -0.03 -0.01 0.01
C 1.7867 0.3440 2.5816 0.01 -0.01 0.07
C 4.4423 1.4747 0.4584 -0.03 0.02 0.02
C -0.4888 2.6647 -0.5644 -0.01 -0.03 -0.02
C -6.5255 2.0122 -1.0966 -0.03 0.05 -0.04
C -1.2001 3.8392 -0.3584 -0.02 -0.02 0.01
C 3.8953 2.0687 -1.7744 -0.01 0.05 0.02
C 1.1386 -4.1417 1.1368 -0.02 0.04 0.02
C -0.6831 -2.5402 0.9136 -0.06 0.03 0.03
C 2.1167 1.7637 3.0699 0.00 0.01 0.03
C 3.1715 1.9920 3.9509 0.01 0.00 0.01
C 0.6241 -0.3783 -4.3660 0.04 -0.03 0.02
C 0.6393 -0.2226 4.7295 -0.02 0.00 -0.01
C 1.3868 2.8448 2.5963 0.00 -0.02 -0.01
C 2.7755 4.3614 3.8544 -0.01 0.00 -0.01
C 1.7181 4.1381 2.9852 -0.01 -0.01 0.00
C -5.8585 1.5188 -2.1996 0.02 -0.01 0.03
C -3.1965 -0.7354 -0.7534 0.15 -0.07 -0.01
C 0.6456 -2.9469 0.6582 0.04 0.01 0.08
C 1.8597 1.1243 -2.8631 -0.03 0.02 -0.04
C 0.3351 -5.0038 1.8841 -0.02 -0.01 0.01
C 2.3229 -3.7740 -2.1438 0.04 -0.04 -0.07
C -4.3526 0.2470 -0.8406 -0.08 -0.03 -0.08
C 0.9966 -2.2666 5.9448 0.00 0.01 0.00
C 1.0154 -0.6739 -6.7328 0.05 -0.01 0.04
C -0.9790 -4.6398 2.1143 0.00 -0.01 0.01
C -2.0403 1.4426 0.7388 0.08 0.02 0.09
C 4.2898 -2.4731 -2.5763 -0.01 0.04 -0.02
C -4.7912 0.6425 -2.1018 0.03 -0.05 0.13
C -2.8620 -3.0305 1.8739 0.04 -0.03 0.05
C -2.4688 -0.9221 0.6155 0.11 -0.02 0.15
C 1.6010 -0.5876 3.7877 -0.02 -0.03 -0.03
C -5.0077 0.7271 0.2866 -0.25 -0.01 0.07
C 3.5022 3.2805 4.3407 0.00 0.01 0.00
C 1.5342 -2.6564 -2.3633 0.05 0.02 -0.13
C 1.9470 -2.6421 5.0124 0.01 0.00 0.00
C 3.2458 0.7762 0.5316 0.01 0.03 -0.02
C -1.2153 -0.3440 -5.9214 0.13 0.00 0.03
C -6.0780 1.5869 0.1336 0.07 0.04 0.02
C -2.7464 2.6176 0.9925 0.05 -0.01 -0.02
C 2.9675 -0.1127 1.7058 0.02 -0.05 0.00
C 2.2470 -1.8061 3.9404 0.01 0.00 0.01
C 3.4949 -1.3539 -2.8004 0.03 -0.05 0.00
C 1.4923 -0.5911 -5.4338 0.04 0.01 -0.04
C -0.8640 1.4330 -0.0162 -0.07 0.22 -0.02
C 4.7533 2.1654 -0.6969 0.03 0.01 -0.02
C 2.1107 -1.4300 -2.6895 -0.02 -0.03 0.07
H -0.7235 -0.6212 -7.9930 0.00 0.00 0.00
H 4.1391 2.5187 -2.7278 -0.01 0.00 0.00
H -2.8842 4.7291 0.6493 0.00 0.00 0.00
H 1.7052 -0.8455 -7.5508 0.00 0.00 0.00
H -1.3848 -0.1091 -3.7746 -0.13 -0.01 0.07
H 0.5573 2.6523 1.9282 0.00 0.02 -0.01
H 4.3219 3.4435 5.0305 0.00 0.00 0.00
H 2.7421 -1.1157 1.3322 -0.01 -0.01 -0.04
H 1.1389 4.9722 2.6069 0.00 0.00 0.00
H 5.1148 1.4595 1.3049 -0.01 0.00 0.01
H 2.5537 -0.7140 -5.2461 -0.02 0.00 -0.02
H 1.8555 -4.7133 -1.8746 0.00 0.01 0.00
H -1.6352 -5.2953 2.6783 0.00 0.00 0.00
H -3.5048 -3.6785 2.4606 -0.01 0.01 0.00
H 2.9773 -2.1390 3.2146 0.01 0.00 0.00
H 2.1611 -4.4170 0.9021 0.00 0.00 0.01
H -0.8543 4.7669 -0.7992 0.00 0.00 0.00
H -4.3033 0.2568 -2.9835 0.05 0.00 -0.07
H 0.1111 0.7139 4.5968 0.00 0.00 0.00
H -7.3544 2.6943 -1.1943 0.01 0.00 -0.01
H 3.8756 -0.1834 2.3072 0.01 0.01 -0.02
H 0.7582 -2.9190 6.7758 0.00 0.00 0.00
H 0.7253 -5.9409 2.2585 0.00 0.00 0.00
H 3.0297 5.3693 4.1596 0.00 0.00 0.00
H 1.0559 1.8595 -2.9469 -0.02 0.00 0.06
H 5.6756 2.7278 -0.7727 0.00 0.00 0.00
H 3.7276 1.1490 4.3490 0.00 0.00 0.00
H 4.3241 -4.5577 -2.0656 0.00 0.00 0.00
H 2.5024 1.2693 -3.7349 -0.02 0.00 0.00
H 5.3673 -2.3903 -2.6558 0.00 0.00 0.00
H -4.6786 0.4565 1.2780 -0.11 0.08 -0.10
H -2.2749 -0.2539 -6.1065 -0.14 0.02 -0.01
H -0.4163 -0.7501 6.5131 0.00 0.00 0.00
H -4.3402 -1.5524 1.6067 0.02 -0.10 0.00
H 0.4561 -2.7042 -2.2584 0.03 -0.01 -0.02
H 2.4528 -3.5957 5.1038 0.00 0.00 0.00
H 0.4303 2.7179 -1.1334 0.01 0.01 -0.02
H 3.9737 -0.4160 -3.0542 0.01 -0.01 0.00
H -3.6176 2.5653 1.6364 0.04 0.04 0.02
H 1.2864 -2.3547 0.0071 -0.03 0.01 0.12
```
Positions in Å, forces in eV/Å.

Calculated values
LUMO (spin up / spin down) = 0.0433 / 0.0434 hartree
Energy = -82604.2880 eV
HOMO-LUMO gap (spin up / spin down) = 5.545 / 5.548 eV
Energy relative to the best compared isomer or geometry (same formula, charge and spin) = 29.7 kJ/mol
Charge = -1
Strongest force on any atom = 0.0114 Eh/bohr
<S²> = 0.755
HOMO energy (spin up / spin down) = -4.37 / -4.37 eV
Multiplicity = 2